The following is a quantum chemistry calculation of a 8-piece molecular cluster, C32H64O16S3 overall in a non-equilibrium geometry, from the Open Molecules 2025 dataset.

Output
charge = 0
HOMO-LUMO gap = 10.15 eV
electronic energy = -99486.9021 eV
energy relative to the best compared isomer or geometry (same formula, charge and spin) = 0.00 kcal per mole
lowest unoccupied orbital energy = 0.016 Eh

Geometry (Å):
O -13.7117 -21.6777 10.6793
S -12.7021 -21.9745 11.6594
O -12.9826 -23.0914 12.5488
C -11.1431 -22.2446 10.9018
C -10.3981 -20.9492 11.0336
C -10.7252 -20.4865 12.4454
C -12.2995 -20.5413 12.5933
H -11.3108 -22.7115 9.9368
H -10.6525 -23.0046 11.5656
H -9.3128 -21.0739 10.9055
H -10.6987 -20.1751 10.3658
H -10.2463 -19.5816 12.8107
H -10.3481 -21.3484 13.0730
H -12.9746 -19.7638 12.2175
H -12.5971 -20.7583 13.6074
O -16.0165 -18.4269 14.0425
S -16.0124 -19.1698 12.8239
O -14.8594 -18.9402 12.0005
C -16.2495 -20.9140 13.1772
C -17.6415 -21.2149 12.6766
C -17.7649 -20.4443 11.3000
C -17.5167 -18.9826 11.7372
H -16.1366 -21.1121 14.2366
H -15.4967 -21.4482 12.5883
H -17.7760 -22.2787 12.5440
H -18.3380 -20.7773 13.4143
H -18.7609 -20.4513 10.8461
H -17.0611 -20.7776 10.5719
H -18.3615 -18.6896 12.3845
H -17.3678 -18.2206 10.9899
O -18.4168 -15.0879 13.1879
S -16.9734 -15.1255 13.3207
O -16.3572 -15.9047 12.3177
C -16.3135 -13.4677 13.3873
C -16.4254 -13.1663 14.8867
C -15.8139 -14.3730 15.6023
C -16.5275 -15.6161 15.0430
H -16.7896 -12.8137 12.6414
H -15.2823 -13.6248 13.0608
H -15.7977 -12.3409 15.1526
H -17.4787 -13.1527 15.1845
H -15.9153 -14.2410 16.6700
H -14.7801 -14.4964 15.2968
H -17.4230 -15.9400 15.5583
H -15.8479 -16.4618 14.9557
C -10.9419 -11.9398 9.9102
C -12.3682 -12.0678 10.2018
O -12.7338 -13.4519 10.0222
C -13.9860 -13.7559 10.2987
C -14.3356 -15.1785 10.1573
O -14.7989 -12.8663 10.6226
H -10.4306 -12.8267 10.2464
H -10.6112 -11.1332 10.4782
H -10.7099 -11.8617 8.8461
H -12.5814 -11.7887 11.2365
H -13.0153 -11.4402 9.5358
H -13.4234 -15.7619 10.1153
H -14.8769 -15.3101 9.2071
H -14.9552 -15.5317 11.0097
C -7.6588 -11.1501 13.2450
C -8.3888 -9.8680 13.4559
O -9.8575 -10.0522 13.4846
C -10.3462 -10.3915 14.7301
C -11.8325 -10.4862 14.7529
O -9.6226 -10.6224 15.6945
H -7.8945 -11.8694 14.0656
H -6.5847 -10.9595 13.1458
H -8.0166 -11.6884 12.3581
H -8.1525 -9.3078 14.3570
H -8.1795 -9.2271 12.6020
H -12.1544 -10.0349 15.6245
H -11.9642 -11.5338 14.8315
H -12.2769 -10.1033 13.8126
C -12.6795 -16.8753 14.6491
C -12.0155 -16.5327 13.3164
O -10.9294 -15.5925 13.4620
C -11.2420 -14.2638 13.5762
C -10.0616 -13.3909 13.7303
O -12.3713 -13.8202 13.4074
H -11.9097 -17.2563 15.3666
H -13.4941 -17.6460 14.5204
H -13.1323 -15.9778 15.0888
H -11.5165 -17.4133 12.9113
H -12.6876 -16.1481 12.5357
H -9.4368 -13.5916 12.8284
H -9.4864 -13.7207 14.5953
H -10.2575 -12.3164 13.6725
C -6.0571 -15.5200 13.1068
C -5.9118 -15.6613 11.6425
O -7.1511 -16.2000 11.1611
C -8.0874 -15.2135 10.9038
C -9.4859 -15.5739 10.2793
O -7.8966 -14.0158 11.0813
H -5.1433 -15.0569 13.5923
H -6.1238 -16.5611 13.4784
H -6.8528 -14.8922 13.4755
H -5.7803 -14.6817 11.1597
H -5.1154 -16.3658 11.3436
H -9.9812 -16.4486 10.7635
H -9.3869 -15.7482 9.2013
H -10.0612 -14.7101 10.5250
C -7.7784 -12.0400 18.2517
C -8.1294 -13.0806 17.1712
O -7.4332 -14.3416 17.4640
C -7.4427 -15.2678 16.5410
C -6.4461 -16.3557 16.7381
O -8.1440 -15.1229 15.5616
H -6.7348 -11.6795 18.2912
H -8.0239 -12.3949 19.2511
H -8.3655 -11.1720 18.0345
H -9.2046 -13.2286 17.2253
H -7.8298 -12.7576 16.2097
H -6.4606 -16.7679 17.7107
H -5.5007 -15.8740 16.5487
H -6.6913 -17.1716 16.0911

Atoms 1-2, force components in eV/Å:
O -0.0398 0.3171 -0.4159
S -1.4406 -1.5365 0.6274

Mulliken atomic charge list, values in e, 4 entries: O -0.619; S 1.163; O -0.731; C -0.807


The following is a quantum chemistry calculation of C32H66As3PY as an isolated structure in a non-equilibrium geometry, from the Open Molecules 2025 dataset.

Output
charge = +1
HOMO-LUMO gap (alpha / beta) = 5.34 / 5.36 eV
electronic energy = -227093.0326 eV
energy relative to the best compared isomer or geometry (same formula, charge and spin) = 64.49 kcal per mole
lowest unoccupied orbital energy (alpha / beta) = -0.100 / -0.099 Eh

Geometry (Å):
Y 0.6968 0.1038 -0.3296
C 1.0278 4.6981 -2.8998
C 1.2695 4.6303 -1.3945
C 1.8178 5.9728 -0.8929
C 2.2034 3.5093 -0.9793
C 3.0064 2.8141 -1.8783
C 3.8961 1.8341 -1.4430
C 4.0221 1.5181 -0.0932
C 5.0153 0.4889 0.3867
C 3.2009 2.2005 0.8141
C 2.3071 3.1714 0.3762
H 0.2734 5.4539 -3.1175
H 0.6765 3.7433 -3.2982
H 1.9411 4.9838 -3.4264
H 0.3069 4.4536 -0.9015
H 2.7773 6.1887 -1.3679
H 1.9672 5.9703 0.1878
H 1.1236 6.7769 -1.1396
H 2.9690 3.0465 -2.9345
H 4.5269 1.3334 -2.1683
H 4.5068 -0.3723 0.8279
H 5.6663 0.9115 1.1528
H 5.6405 0.1357 -0.4326
H 3.2864 1.9869 1.8744
H 1.6930 3.6980 1.1003
C 0.2800 -1.5989 4.7561
As 0.0096 -0.9795 2.9156
C 0.3638 -2.7429 2.1222
C -1.9324 -1.2298 2.7048
C -2.9138 -0.1965 3.2919
C -2.2599 0.6153 4.4225
C -3.3951 0.7532 2.1929
As -2.0453 1.8091 1.2181
C -1.8606 3.3699 2.3875
C -3.3666 2.6060 0.0172
C -4.1210 -0.9289 3.9085
As -5.3557 -2.1626 2.9386
C -6.4906 -0.8398 2.0284
C -4.3883 -2.7596 1.3304
H -0.5646 -2.2072 5.0757
H 0.4102 -0.7637 5.4405
H 1.1845 -2.2052 4.7772
H -0.1993 -3.5014 2.6675
H 1.4229 -2.9818 2.1802
H 0.0604 -2.7631 1.0755
H -2.1326 -2.2166 3.1256
H -2.0753 -1.3097 1.6253
H -1.3537 1.1143 4.0669
H -1.9912 -0.0308 5.2593
H -2.9474 1.3773 4.7944
H -4.1267 1.4573 2.5979
H -3.8932 0.1718 1.4161
H -2.7951 3.5617 2.9128
H -1.6158 4.2345 1.7705
H -1.0615 3.2338 3.1139
H -4.1617 3.0602 0.6078
H -3.7914 1.8403 -0.6280
H -2.9073 3.3688 -0.6097
H -4.8010 -0.1937 4.3512
H -3.7496 -1.5275 4.7443
H -6.8666 -0.1156 2.7513
H -7.3471 -1.3581 1.5989
H -5.9725 -0.3119 1.2285
H -3.5836 -3.4479 1.5839
H -3.9939 -1.9444 0.7243
H -5.1165 -3.3085 0.7323
C 0.3498 0.6805 -4.0888
C -0.9211 0.2711 -3.3464
C -1.6437 1.5108 -2.8215
C -1.8768 -0.4513 -4.3299
C -0.6691 -0.7372 -2.2235
H 0.1175 1.3593 -4.9182
H 0.8631 -0.1898 -4.5037
H 1.0406 1.1956 -3.4108
H -1.8485 2.2239 -3.6264
H -1.0396 2.0256 -2.0555
H -2.5926 1.2174 -2.3729
H -2.2282 0.2419 -5.1045
H -2.7450 -0.8299 -3.7913
H -1.3761 -1.2902 -4.8164
H -0.0177 -1.5228 -2.6502
C 3.9177 -2.7132 -3.4083
C 3.1067 -1.8505 -2.4425
P 2.3390 -2.7113 -0.9880
C 1.4497 -4.0879 -1.8479
C 0.0922 -4.4051 -1.2120
C 3.8543 -3.5177 -0.2725
C 3.9431 -3.4228 1.2544
H 4.3387 -2.0861 -4.1951
H 3.2989 -3.4709 -3.8884
H 4.7414 -3.2208 -2.9052
H 2.2897 -1.3587 -2.9781
H 3.7360 -1.0565 -2.0241
H 2.0847 -4.9730 -1.8668
H 1.2835 -3.7687 -2.8776
H 0.2033 -4.7549 -0.1827
H -0.4150 -5.1854 -1.7805
H -0.5499 -3.5209 -1.2135
H 4.7202 -3.0221 -0.7130
H 3.8750 -4.5645 -0.5725
H 3.7555 -2.4069 1.6086
H 4.9342 -3.7219 1.5968
H 3.2162 -4.0848 1.7274

Atoms 1-2, force components in eV/Å:
Y -1.6806 -0.9793 -1.7808
C -0.0440 -0.0875 0.0814

Mulliken atomic charge list, values in e, 4 entries: Y 0.175; C -1.698; C 1.077; C -1.540